(1)
C17H14Cl2O2Sn as an isolated structure, computed with the ωB97M-V functional and the def2-TZVPD basis.

The geometry in ORCA input format:
```
! wB97M-V def2-TZVPD RIJCOSX def2/J DEFGRID3
* xyz 0 1
C -3.04 -0.83 -0.49
C -2.27 -1.06 -1.68
C -1.62 0.16 -2.02
H -2.26 -1.97 -2.29
C -2.02 1.16 -1.07
C -2.93 0.56 -0.14
H -3.49 1.09 0.62
H -3.60 -1.58 0.06
H -0.95 0.30 -2.87
H -1.77 2.22 -1.11
Sn -0.84 -1.62 1.60
Cl 0.63 -2.89 2.97
C 3.02 0.26 -0.18
C 2.28 1.42 -0.59
C 1.62 1.11 -1.82
H 2.21 2.38 -0.08
C 2.05 -0.18 -2.22
C 2.89 -0.74 -1.20
H 3.39 -1.72 -1.21
H 3.49 0.11 0.80
H 0.93 1.75 -2.37
H 1.90 -0.60 -3.23
Cl 0.90 2.95 8.55
C 0.44 2.37 7.01
C -0.72 1.56 6.89
C -1.04 1.03 5.63
C -0.23 1.30 4.51
C 0.86 2.18 4.63
C 1.20 2.72 5.87
C -0.37 0.51 3.25
O -1.38 -0.34 3.24
O 0.47 0.53 2.31
H -1.34 1.36 7.76
H -1.90 0.38 5.51
H 1.44 2.40 3.74
H 2.05 3.40 5.97
*
```

Computed properties:
**Largest force on an atom**: 3.14 eV/A
**Total energy**: -52824.923 eV
**Molar mass**: 439.91 g mol⁻¹

***

(2)
A 14-piece molecular cluster, C56H154N14O14 overall, computed with the ωB97M-V functional and the def2-TZVPD basis.

The geometry in ORCA input format:
```
! wB97M-V def2-TZVPD RIJCOSX def2/J DEFGRID3
* xyz 0 1
C -0.22 4.20 2.83
C -0.44 3.86 4.29
C -0.36 5.14 5.16
O 0.99 5.54 5.36
C 1.07 6.71 6.15
N -1.77 3.33 4.46
H -1.05 4.72 2.38
H -0.08 3.31 2.20
H 0.71 4.76 2.67
H 0.38 3.19 4.63
H -0.87 4.99 6.12
H -0.92 5.91 4.60
H 0.47 7.53 5.75
H 2.12 7.00 6.26
H 0.63 6.55 7.13
H -1.95 2.48 3.99
H -2.03 3.22 5.43
C -0.84 5.01 -3.08
C -2.06 5.58 -3.73
C -2.71 6.64 -2.81
O -3.36 5.93 -1.78
C -4.12 6.78 -0.89
N -1.69 6.13 -5.04
H -0.35 4.32 -3.77
H -0.99 4.56 -2.11
H -0.09 5.77 -2.85
H -2.86 4.85 -3.93
H -3.51 7.23 -3.37
H -1.96 7.33 -2.43
H -4.93 7.23 -1.43
H -3.46 7.56 -0.55
H -4.31 6.19 0.00
H -0.91 6.79 -5.04
H -2.50 6.60 -5.42
C 7.97 -4.45 3.18
C 6.63 -3.76 3.26
C 5.76 -4.11 2.05
O 6.15 -3.38 0.91
C 5.81 -4.08 -0.26
N 5.81 -4.12 4.41
H 8.50 -3.96 2.36
H 7.96 -5.51 3.00
H 8.58 -4.32 4.08
H 6.76 -2.68 3.19
H 4.70 -3.98 2.23
H 5.87 -5.19 1.88
H 4.74 -4.26 -0.32
H 6.29 -5.07 -0.23
H 6.19 -3.52 -1.12
H 4.92 -3.62 4.44
H 6.30 -4.03 5.31
C -0.32 7.11 0.10
C 1.05 7.44 0.69
C 2.21 6.72 -0.02
O 2.00 5.35 -0.02
C 2.99 4.64 -0.73
N 1.39 8.86 0.61
H -1.11 7.59 0.68
H -0.49 6.03 0.12
H -0.46 7.44 -0.93
H 1.04 7.19 1.75
H 3.12 6.97 0.55
H 2.42 7.13 -1.02
H 3.89 4.78 -0.14
H 3.10 4.97 -1.79
H 2.70 3.60 -0.72
H 0.62 9.52 0.76
H 2.17 9.06 1.21
C 0.26 -8.62 0.18
C 0.82 -7.98 1.42
C 1.56 -6.68 1.12
O 2.67 -6.78 0.27
C 3.83 -7.06 0.93
N -0.26 -7.61 2.32
H 1.03 -8.89 -0.55
H -0.51 -8.02 -0.26
H -0.23 -9.57 0.37
H 1.53 -8.66 1.92
H 1.91 -6.21 2.10
H 0.89 -5.95 0.65
H 3.86 -8.12 1.21
H 3.89 -6.47 1.86
H 4.65 -6.82 0.24
H -0.96 -8.33 2.42
H 0.00 -7.46 3.27
C -1.23 -3.62 1.07
C -2.63 -4.18 0.87
C -3.45 -3.41 -0.11
O -3.34 -2.07 0.23
C -3.78 -1.15 -0.76
N -2.67 -5.56 0.41
H -1.22 -2.61 1.47
H -0.69 -3.57 0.12
H -0.61 -4.23 1.75
H -3.12 -4.17 1.85
H -4.44 -3.80 0.07
H -3.02 -3.53 -1.08
H -4.88 -1.08 -0.76
H -3.58 -1.47 -1.76
H -3.40 -0.16 -0.52
H -2.57 -6.18 1.21
H -1.94 -5.81 -0.26
C -0.87 -3.39 -3.15
C -1.47 -3.88 -4.48
C -2.95 -4.10 -4.25
O -3.64 -4.21 -5.46
C -5.02 -4.25 -5.36
N -1.18 -2.89 -5.53
H 0.19 -3.24 -3.15
H -1.14 -4.06 -2.30
H -1.26 -2.40 -2.85
H -0.89 -4.76 -4.72
H -3.36 -3.19 -3.73
H -3.12 -4.92 -3.56
H -5.48 -3.42 -4.77
H -5.26 -5.22 -4.96
H -5.35 -4.06 -6.38
H -1.53 -3.24 -6.42
H -1.65 -2.01 -5.38
C -1.53 -0.98 4.07
C -2.62 -0.48 3.24
C -3.92 -0.23 4.08
O -4.64 -1.38 4.41
C -5.22 -1.90 3.21
N -2.27 0.87 2.71
H -1.29 -0.24 4.83
H -0.65 -1.33 3.53
H -1.84 -1.86 4.67
H -2.86 -1.14 2.38
H -4.61 0.44 3.54
H -3.60 0.32 4.98
H -5.22 -1.11 2.47
H -6.25 -2.13 3.41
H -4.66 -2.76 2.81
H -3.02 1.15 2.08
H -1.47 0.77 2.09
C 2.18 0.20 4.80
C 2.78 -1.13 5.34
C 2.29 -2.19 4.37
O 2.62 -3.52 4.85
C 2.26 -4.59 4.02
N 4.25 -1.07 5.59
H 1.11 0.01 4.70
H 2.49 0.51 3.79
H 2.32 1.06 5.46
H 2.26 -1.23 6.32
H 2.79 -1.98 3.40
H 1.21 -2.09 4.31
H 2.71 -5.40 4.57
H 2.70 -4.49 3.03
H 1.19 -4.56 3.91
H 4.62 -1.85 6.09
H 4.79 -0.90 4.76
C 1.61 1.99 -3.93
C 2.50 1.11 -4.85
C 1.80 -0.09 -5.37
O 2.67 -0.85 -6.16
C 1.97 -1.74 -6.94
N 3.05 1.97 -5.95
H 0.83 2.48 -4.54
H 2.27 2.79 -3.58
H 1.18 1.50 -3.06
H 3.38 0.90 -4.25
H 0.95 0.27 -5.94
H 1.38 -0.67 -4.53
H 1.45 -2.49 -6.36
H 2.71 -2.27 -7.55
H 1.23 -1.19 -7.55
H 3.63 1.37 -6.53
H 2.34 2.34 -6.56
C -7.36 1.06 -0.78
C -6.28 1.39 0.31
C -5.21 2.25 -0.34
O -4.20 2.60 0.60
C -3.05 3.25 0.15
N -6.85 2.10 1.52
H -7.96 1.93 -1.08
H -8.05 0.35 -0.32
H -6.91 0.65 -1.68
H -5.89 0.42 0.63
H -5.79 3.11 -0.66
H -4.72 1.73 -1.18
H -2.43 2.51 -0.36
H -2.58 3.55 1.09
H -3.26 4.11 -0.50
H -6.16 2.19 2.26
H -7.13 3.03 1.20
C -4.61 -0.31 -6.49
C -5.08 -0.18 -5.05
C -4.20 0.67 -4.20
O -2.96 -0.03 -4.09
C -1.99 0.64 -3.34
N -6.46 0.33 -4.99
H -3.61 -0.71 -6.55
H -4.68 0.63 -7.08
H -5.30 -1.03 -6.97
H -5.13 -1.24 -4.72
H -4.69 0.88 -3.23
H -3.99 1.58 -4.79
H -2.35 0.80 -2.32
H -1.65 1.58 -3.78
H -1.18 -0.10 -3.24
H -6.76 0.42 -4.03
H -6.49 1.27 -5.36
C 6.33 1.53 3.35
C 5.27 1.15 2.29
C 5.62 1.80 0.97
O 4.67 1.46 -0.03
C 5.30 1.50 -1.35
N 5.27 -0.33 2.13
H 5.99 1.22 4.36
H 6.61 2.58 3.45
H 7.22 0.99 3.07
H 4.26 1.41 2.61
H 6.61 1.53 0.62
H 5.55 2.90 1.15
H 6.21 0.90 -1.29
H 5.60 2.54 -1.59
H 4.58 1.16 -2.13
H 6.24 -0.60 1.97
H 4.75 -0.57 1.29
C 0.94 1.49 -0.72
C 0.73 0.08 -0.39
C 1.65 -0.35 0.71
O 1.74 -1.78 0.91
C 2.17 -2.48 -0.18
N -0.70 -0.20 -0.06
H 0.21 1.96 -1.37
H 1.95 1.56 -1.12
H 0.94 2.05 0.23
H 1.02 -0.46 -1.28
H 1.29 0.16 1.63
H 2.66 0.01 0.42
H 2.47 -3.42 0.27
H 3.07 -2.02 -0.62
H 1.40 -2.57 -0.96
H -1.31 0.11 -0.79
H -0.91 -1.18 0.14
*
```

Computed properties:
**Largest force on an atom**: 3.03 eV/A
**Total energy**: -110088.198 eV
**Molar mass**: 1247.93 g mol⁻¹

***

(3)
A 8-piece molecular cluster, C34H45F4N2O5S overall, computed with the ωB97M-V functional and the def2-TZVPD basis.

The geometry in ORCA input format:
```
! wB97M-V def2-TZVPD RIJCOSX def2/J DEFGRID3
* xyz 1 1
C -0.72 2.07 0.01
C -0.34 0.59 0.15
O 0.50 0.20 1.00
N -0.82 -0.41 -0.91
H -1.05 -1.21 -0.33
H -1.76 0.00 -1.25
C -0.06 -0.79 -2.15
H 0.18 2.74 0.04
H -1.27 2.34 0.98
H -1.35 2.29 -0.88
H 0.45 0.19 -2.31
H -0.75 -1.31 -2.79
H 0.80 -1.48 -2.02
C -4.01 3.74 -3.56
C -4.00 2.42 -4.30
O -5.11 2.09 -4.80
N -2.80 1.63 -4.24
H -2.00 2.28 -4.06
H -2.91 1.15 -3.41
C -2.71 0.44 -5.23
H -4.94 3.81 -2.90
H -4.08 4.37 -4.55
H -3.04 4.03 -3.01
H -1.59 0.20 -5.36
H -3.14 0.84 -6.10
H -3.24 -0.50 -5.23
O -3.12 0.40 -1.98
H -3.86 -0.25 -2.00
F 3.28 -6.78 -2.27
C 3.40 -5.47 -2.78
C 3.83 -5.28 -4.08
C 3.71 -3.98 -4.65
C 3.30 -2.96 -3.87
C 3.01 -3.08 -2.48
C 3.05 -4.42 -1.96
H 4.27 -5.98 -4.70
H 3.65 -3.58 -5.65
H 3.22 -2.00 -4.29
H 2.72 -2.30 -1.79
H 2.52 -4.42 -0.97
F 2.91 0.26 -0.67
C 4.25 0.46 -0.64
C 5.02 0.38 0.42
C 6.37 0.64 0.46
C 6.99 1.03 -0.78
C 6.25 1.18 -1.93
C 4.75 0.99 -1.88
H 4.63 -0.02 1.35
H 6.75 0.39 1.32
H 8.11 1.31 -0.78
H 6.53 1.56 -2.81
H 4.10 1.10 -2.72
F -3.67 2.46 4.54
C -4.30 2.33 3.35
C -5.49 2.86 3.17
C -6.07 2.77 1.83
C -5.37 1.96 0.84
C -4.15 1.43 1.13
C -3.67 1.50 2.47
H -5.84 3.33 4.05
H -6.98 3.15 1.59
H -5.84 1.86 -0.24
H -3.71 0.85 0.39
H -2.58 1.06 2.64
F 3.08 0.52 3.61
C 2.23 1.53 3.38
C 2.58 2.59 2.44
C 1.78 3.64 2.31
C 0.48 3.77 2.99
C 0.25 2.76 3.93
C 1.05 1.62 4.05
H 3.63 2.64 1.78
H 1.99 4.49 1.58
H -0.34 4.57 2.73
H -0.61 2.92 4.64
H 0.69 0.86 4.89
C 0.34 -3.58 4.51
C -0.91 -4.36 4.07
C -2.01 -3.44 3.70
S -1.02 -2.10 2.90
O -1.38 -0.95 3.60
O -1.24 -2.17 1.49
C 0.61 -2.64 3.32
H 1.14 -4.22 4.59
H 0.26 -2.95 5.26
H -1.02 -4.98 4.92
H -0.70 -4.85 3.16
H -2.54 -3.09 4.60
H -2.70 -3.83 2.87
H 1.18 -2.05 3.72
H 0.95 -3.11 2.48
*
```

Computed properties:
**Largest force on an atom**: 9.71 eV/A
**Total energy**: -70894.456 eV
**Molar mass**: 669.80 g mol⁻¹

***

(4)
A single C2I2 molecule, computed with the ωB97M-V functional and the def2-TZVPD basis.

The geometry in ORCA input format:
```
! wB97M-V def2-TZVPD RIJCOSX def2/J DEFGRID3
* xyz 0 1
I 2.78 -0.08 0.01
C 0.80 -0.03 -0.22
C -0.81 0.20 0.21
I -2.77 -0.08 0.00
*
```

Computed properties:
**SMILES**: IC#CI
**Largest force on an atom**: 12.09 eV/A
**Total energy**: -18267.789 eV
**Molar mass**: 277.83 g mol⁻¹

***

(5)
C17H31F5IrP2 as an isolated structure, computed with the ωB97M-V functional and the def2-TZVPD basis.

The geometry in ORCA input format:
```
! wB97M-V def2-TZVPD RIJCOSX def2/J DEFGRID3
* xyz 2 6
P -0.68 1.95 1.83
P -0.73 0.36 -2.07
C -0.96 2.45 0.11
C -1.61 1.58 -0.99
H -0.03 2.89 -0.28
H -1.65 3.29 0.27
H -2.51 1.08 -0.63
H -1.93 2.27 -1.77
C -0.14 1.69 -3.27
H 0.44 1.24 -4.12
H 0.49 2.43 -2.76
H -1.02 2.22 -3.73
C -1.38 -0.32 -3.74
H -2.17 0.39 -4.09
H -1.80 -1.32 -3.84
H -0.56 -0.29 -4.48
C -0.11 3.42 2.82
H 0.68 3.03 3.55
H -0.95 3.64 3.46
H 0.36 4.26 2.22
C -2.28 1.19 2.40
H -2.65 0.55 1.60
H -3.07 1.89 2.71
H -1.96 0.52 3.21
Ir 0.94 1.19 2.69
C 1.08 -1.69 -2.83
C 1.12 -0.40 -2.15
C 1.28 -0.24 -0.62
C 0.21 -1.16 -0.02
C -1.20 -1.35 -0.61
C -1.58 -2.04 -1.72
C -0.87 -3.29 -2.04
C 0.70 -3.04 -2.30
C 0.18 -0.06 4.12
H 1.38 -1.68 -3.90
H 1.72 0.34 -2.75
H 1.18 0.82 -0.28
H 2.26 -0.59 -0.28
H 0.76 -2.11 0.17
H -0.02 -0.79 0.97
H -1.96 -1.04 0.15
H -2.61 -1.82 -2.04
H -1.38 -3.83 -2.84
H -0.94 -3.87 -1.11
H 1.16 -3.26 -1.33
H 0.96 -3.87 -3.02
H 0.35 -1.12 3.76
H -0.92 0.03 4.44
H 0.72 0.05 5.04
F 3.41 0.73 3.89
C 2.82 0.21 2.75
F 3.56 0.58 1.68
C 2.92 -1.38 2.91
F 2.79 -1.80 4.20
F 2.05 -2.16 2.17
F 4.15 -1.78 2.49
*
```

Computed properties:
**Largest force on an atom**: 8.87 eV/A
**Total energy**: -53106.998 eV
**Molar mass**: 584.59 g mol⁻¹
**Expectation value of S²**: 8.77

***

(6)
C5H8N4 as an isolated structure, computed with the ωB97M-V functional and the def2-TZVPD basis.

The geometry in ORCA input format:
```
! wB97M-V def2-TZVPD RIJCOSX def2/J DEFGRID3
* xyz 0 1
C 0.07 1.03 0.84
C -1.50 -0.45 0.29
C 0.41 -1.20 -1.37
C 1.44 0.03 -1.42
C 0.40 0.62 -0.45
H 0.82 1.26 2.66
H 1.82 1.79 1.51
H -1.69 0.74 1.90
H -2.94 -1.57 -0.24
H 0.12 -1.59 -2.31
H 0.70 -2.04 -0.68
H 2.53 -0.15 -1.03
H 1.36 0.67 -2.36
N 0.77 1.78 1.79
N -1.11 0.50 1.13
N -2.57 -1.11 0.56
N -0.62 -0.30 -0.82
*
```

Computed properties:
**Largest force on an atom**: 4.98 eV/A
**Total energy**: -11272.615 eV
**Molar mass**: 124.15 g mol⁻¹

***

(7)
C8H32F2NNiO11 as an isolated structure, computed with the ωB97M-V functional and the def2-TZVPD basis.

The geometry in ORCA input format:
```
! wB97M-V def2-TZVPD RIJCOSX def2/J DEFGRID3
* xyz 0 4
Ni 2.68 -1.94 -2.66
N 0.79 0.01 -1.06
O 0.73 0.62 -0.01
O 1.89 -0.39 -1.40
O -0.21 -0.12 -1.76
F 1.09 -3.18 -2.00
F 1.42 -1.25 -4.23
C -2.74 -1.80 0.37
O -1.90 -2.33 -0.65
H -2.24 -0.89 0.71
H -3.75 -1.63 -0.01
H -2.86 -2.41 1.26
H -1.28 -2.82 -0.11
C -4.65 0.33 -2.10
O -3.23 0.19 -2.19
H -5.07 -0.42 -1.43
H -4.85 1.30 -1.65
H -5.15 0.32 -3.07
H -2.93 0.55 -1.35
C -3.68 1.77 1.09
O -2.63 1.56 0.13
H -3.44 1.31 2.05
H -3.94 2.81 1.25
H -4.61 1.30 0.77
H -1.83 1.88 0.56
C 0.00 1.90 3.22
O -0.19 0.62 2.75
H -0.40 2.14 4.20
H 1.01 2.26 3.41
H -0.41 2.58 2.46
H 0.08 0.54 1.84
C 4.45 1.50 0.39
O 3.21 1.52 1.14
H 5.31 1.66 1.04
H 4.56 0.62 -0.24
H 4.43 2.26 -0.39
H 2.49 1.06 0.70
C 3.97 -3.71 -0.49
O 3.95 -2.40 -1.08
H 3.77 -3.70 0.59
H 3.24 -4.34 -0.99
H 4.93 -4.21 -0.64
H 4.82 -2.08 -0.80
C -0.07 3.67 -0.89
O -0.73 4.93 -0.72
H 0.95 3.83 -1.24
H 0.07 3.13 0.04
H -0.60 3.04 -1.59
H -1.54 4.96 -1.24
C 0.98 -2.56 1.29
O 0.21 -3.52 0.55
H 1.03 -2.88 2.34
H 2.00 -2.41 0.94
H 0.38 -1.65 1.28
H 0.47 -3.48 -0.37
*
```

Computed properties:
**Largest force on an atom**: 4.80 eV/A
**Total energy**: -79294.059 eV
**Molar mass**: 415.03 g mol⁻¹
**Expectation value of S²**: 3.76